# 1
DFT (the ωB97M-V functional and the def2-TZVPD basis) results for a cluster of 14 separate species, C7H40NO13 in total at a distorted geometry.

Last column: natural (NBO) charge in e.
Cartesian coordinates (Å):
C: -3.0797 0.2091 -2.2234  -0.20
C: -1.8928 0.2042 -3.1958  -0.48
C: -0.9024 -0.9180 -2.9192  0.04
C: 0.1345 -0.7547 -2.0612  -0.25
C: 0.7547 0.4880 -1.5640  -0.25
C: 0.5808 0.7208 -0.2566  -0.40
C: -1.3083 -2.3300 -3.2931  -0.64
N: -2.6013 0.1619 -0.7648  -0.75
H: -3.7137 -0.6479 -2.3718  0.21
H: -3.5773 1.1993 -2.2352  0.22
H: -2.2880 0.1246 -4.2320  0.24
H: -1.4291 1.1997 -3.1363  0.25
H: 0.7979 -1.6308 -2.0211  0.20
H: 1.4091 0.9455 -2.3241  0.27
H: 0.9851 1.5324 0.3055  0.21
H: 0.0797 0.0020 0.3732  0.18
H: -0.5925 -3.0742 -2.9153  0.22
H: -2.2986 -2.4462 -2.8401  0.21
H: -1.6428 -2.3737 -4.3395  0.23
H: -3.3798 0.0187 -0.1316  0.42
H: -2.2769 1.1076 -0.4622  0.47
H: -1.8793 -0.5708 -0.6923  0.48
H: 4.0019 -0.0769 -3.0409  0.49
H: 4.0970 1.0574 -1.8706  0.49
O: 3.7138 0.7724 -2.7053  -0.97
H: 0.6196 3.3746 1.2496  0.52
H: -0.3030 4.6134 1.3005  0.49
O: -0.2221 3.7067 1.6127  -1.00
H: 3.0410 3.9006 1.6139  0.48
H: 3.0584 2.4408 1.6397  0.51
O: 2.6549 3.1623 1.1211  -0.97
H: -0.5773 -3.2338 2.1381  0.49
H: 0.4759 -2.3700 3.0179  0.52
O: -0.4137 -2.4371 2.6484  -1.01
H: 1.9152 -0.6532 4.5383  0.48
H: 1.0968 0.1489 3.5338  0.49
O: 1.7134 -0.6506 3.5943  -1.00
H: -3.4353 3.0684 0.4084  0.48
H: -1.9947 3.1938 0.8610  0.52
O: -2.5525 2.7348 0.2138  -0.98
H: 2.4869 -3.0001 0.2008  0.47
H: 4.0231 -2.9459 0.6966  0.49
O: 3.2032 -2.4670 0.5438  -0.96
H: 2.4763 0.4389 2.3013  0.49
H: 3.5495 -0.4447 1.6973  0.50
O: 3.3706 0.4793 1.8877  -0.99
H: 0.3928 2.7215 -2.2694  0.47
H: 1.3568 3.2171 -3.3639  0.48
O: 0.4284 3.0619 -3.1688  -0.95
H: -0.2159 -4.8604 -0.7313  0.49
H: 1.1255 -4.6695 -0.1747  0.47
O: 0.2148 -4.4040 0.0046  -0.96
H: -1.7546 -1.0696 4.0761  0.49
H: -2.1947 0.1709 4.7590  0.48
O: -2.1860 -0.2254 3.8692  -0.96
H: -1.1220 -2.6047 0.4867  0.49
H: -1.6136 -1.5354 1.2805  0.50
O: -1.8708 -1.9877 0.4535  -0.96
H: -0.1170 2.1840 3.1237  0.52
H: -0.5448 0.7128 2.8628  0.51
O: 0.2228 1.3078 2.8910  -0.98

## Properties
- E_LUMO: -2.37 eV
- Frontier orbital gap: 9.543 eV
- Total charge: +1
- E_HOMO: -11.91 eV
- Calculated total energy: -36009.6317 eV
- ΔE to the lowest compared entry with this formula, charge and spin: 160.5 kJ/mol

# 2
DFT (the ωB97M-V functional and the def2-TZVPD basis) results for a cluster of 14 separate species, C7H41NO13 in total at a distorted geometry.

Last column: natural (NBO) charge in e.
Cartesian coordinates (Å):
C: 0.0118 0.7972 0.1751  -0.22
N: -1.2190 1.5358 0.0380  -0.50
C: -1.4072 2.9063 0.5676  -0.23
C: -1.9243 3.7546 -0.6443  -0.41
C: -2.4253 2.7812 -1.6969  -0.43
C: -1.5805 1.5156 -1.3883  -0.22
C: 0.2120 0.2792 1.6170  -0.41
C: -0.8238 -0.8012 1.9157  -0.60
H: 0.8890 1.3240 -0.1640  0.20
H: 0.0844 -0.0262 -0.5705  0.21
H: -0.5137 3.4135 0.9014  0.18
H: -2.0684 3.0326 1.4230  0.19
H: -1.1122 4.4041 -1.0228  0.21
H: -2.7152 4.3957 -0.2857  0.21
H: -2.1884 3.2801 -2.6343  0.23
H: -3.5272 2.6710 -1.6472  0.19
H: -0.7053 1.3933 -2.0262  0.19
H: -2.2318 0.6385 -1.6561  0.19
H: 0.0404 1.0820 2.3377  0.17
H: 1.2549 -0.0352 1.7664  0.23
H: -0.7054 -1.2167 2.8923  0.21
H: -1.8295 -0.4438 2.0727  0.19
H: -0.7948 -1.5419 1.1717  0.20
H: 1.0893 2.7651 2.6348  0.47
H: 1.1734 3.4041 1.4153  0.46
O: 1.2588 3.6784 2.3470  -0.91
H: 3.2369 1.8613 1.5016  0.51
H: 2.6836 3.3231 1.3855  0.48
O: 3.1350 2.6175 0.9069  -0.99
H: -3.9163 -2.3143 1.1655  0.47
H: -3.9776 -1.1724 0.1317  0.51
O: -3.8053 -2.1514 0.2211  -1.00
H: 4.2720 -0.3887 0.6630  0.49
H: 4.3141 -0.6660 2.0269  0.49
O: 4.2842 0.1346 1.4828  -0.97
H: 2.0330 -4.9622 0.3481  0.48
H: 0.9811 -3.7480 0.0904  0.51
O: 1.5944 -4.1980 0.7359  -1.02
H: 0.5260 -0.0390 -3.6912  0.48
H: 1.4258 0.9921 -2.9490  0.49
O: 1.4001 0.0973 -3.3142  -0.98
H: -4.1611 1.0495 -0.3873  0.48
H: -3.1432 0.8734 0.8143  0.51
O: -3.9426 0.5057 0.3732  -0.97
H: 2.7837 2.1495 -2.1034  0.47
H: 2.3254 2.5451 -0.6948  0.51
O: 2.0104 2.4438 -1.6115  -1.00
H: -0.6652 -3.2609 -1.0181  0.52
H: 0.8779 -2.4446 -1.4145  0.51
O: 0.3225 -3.2190 -1.2723  -1.03
H: -2.8931 -2.8684 -1.4630  0.47
H: -2.2864 -4.1626 -1.8824  0.47
O: -2.9849 -3.5584 -2.1531  -0.94
H: 3.7856 -2.8572 2.5152  0.46
H: 2.8611 -3.2034 1.3370  0.51
O: 3.4304 -2.4822 1.7016  -1.01
H: -1.1377 -4.3793 0.9020  0.51
H: -2.0138 -3.1264 0.4723  0.51
O: -1.5231 -3.8974 0.1540  -0.97
H: 2.9156 -1.0767 -2.0238  0.49
H: 3.9404 -1.8925 -1.3302  0.47
O: 3.0689 -1.5115 -1.1595  -0.96

## Properties
- E_LUMO: 0.26 eV
- Frontier orbital gap: 9.073 eV
- E_HOMO: -8.82 eV
- Calculated total energy: -36031.3549 eV
- ΔE to the lowest compared entry with this formula, charge and spin: 329.3 kJ/mol

# 3
DFT (the ωB97M-V functional and the def2-TZVPD basis) results for a cluster of 2 separate species, C7H4BF5 in total at a distorted geometry.

Last column: natural (NBO) charge in e.
Cartesian coordinates (Å):
B: -2.1386 0.8114 -0.6447  0.95
C: 2.1504 0.2210 -1.6725  -0.01
C: 2.2051 0.9415 -0.4833  0.29
C: 1.7629 -0.9464 -1.7956  0.00
C: 1.7183 0.1659 0.6009  0.28
C: 1.2667 -1.8272 -0.8182  0.29
C: 1.1924 -1.1296 0.4241  0.28
C: -2.4842 0.5507 0.8840  -1.02
F: 2.7266 2.1449 -0.1833  -0.29
F: -0.7567 0.8347 -0.9557  -0.52
F: 1.6843 0.6035 1.8239  -0.28
F: 0.5685 -2.9129 -0.8735  -0.28
F: 0.5190 -1.6210 1.4490  -0.29
H: -2.8538 0.9205 -1.4954  -0.14
H: -2.0044 -0.3039 1.0646  0.25
H: -3.5438 0.3915 1.1140  0.23
H: -2.0127 1.1553 1.5616  0.25

## Properties
- SMILES: FC1=C=C=C(F)C(F)=C1F.CBF
- E_LUMO: -1.02 eV
- Frontier orbital gap: 8.582 eV
- E_HOMO: -9.60 eV
- Calculated total energy: -21583.4191 eV
- ΔE to the lowest compared entry with this formula, charge and spin: 0.0 kJ/mol